14
Properties=species:S:1:pos:R:3 method="wB97M-V/def2-TZVPD" homo_ev=-9.641 smiles="O=CCC1CC1" de_lowest_kcal_mol=52.9
O 1.580 1.359 -0.993
C 1.450 0.965 0.143
C 1.114 -0.487 0.477
C -0.173 -0.741 -0.285
C -1.586 -0.621 0.198
C -0.945 0.517 -0.566
H 1.473 1.691 0.983
H 1.927 -1.113 0.092
H 1.021 -0.653 1.555
H -0.090 -1.388 -1.158
H -2.343 -1.284 -0.210
H -1.723 -0.423 1.264
H -0.780 0.845 -1.598
H -0.736 1.359 0.090

14
Properties=species:S:1:pos:R:3 method="wB97M-V/def2-TZVPD" homo_ev=-7.561 smiles="C/C=C/C=C/O" de_lowest_kcal_mol=45.9
C 1.255 -1.104 -2.019
C 1.067 -0.755 -0.577
C 0.132 0.123 -0.168
C -0.579 0.097 1.085
C -1.415 1.061 1.466
O -1.732 1.243 2.781
H 0.464 -0.758 -2.674
H 1.533 -2.138 -2.196
H 2.120 -0.494 -2.338
H 1.610 -1.273 0.211
H -0.111 0.891 -0.903
H -0.252 -0.658 1.797
H -1.753 1.768 0.713
H -2.337 1.998 2.821

14
Properties=species:S:1:pos:R:3 method="wB97M-V/def2-TZVPD" homo_ev=-9.760 smiles="C[C@H]1C[C@H]1C=O" de_lowest_kcal_mol=26.8
C -1.324 -0.748 -0.558
C -0.428 0.474 -0.603
C -0.083 1.257 0.618
C 0.986 0.430 -0.048
C 1.461 -0.821 0.591
O 2.436 -1.437 0.228
H -1.476 -1.101 0.468
H -2.309 -0.513 -0.974
H -0.901 -1.573 -1.141
H -0.505 1.050 -1.523
H -0.468 0.894 1.568
H 0.003 2.336 0.550
H 1.752 0.938 -0.624
H 0.855 -1.186 1.449

14
Properties=species:S:1:pos:R:3 method="wB97M-V/def2-TZVPD" homo_ev=-9.323 smiles=C1C[C@@H]2C[C@@H]2O1 de_lowest_kcal_mol=37.4
C -1.468 -0.566 -0.566
C -0.231 -0.907 0.309
C 1.110 -0.400 -0.258
C 1.105 1.090 0.124
O -0.268 1.472 0.200
C -1.014 0.338 0.533
H -1.242 -0.315 -1.603
H -2.484 -0.972 -0.493
H -0.168 -1.690 1.069
H 1.131 -0.513 -1.345
H 1.987 -0.929 0.143
H 1.601 1.727 -0.620
H 1.594 1.257 1.096
H -1.653 0.409 1.411

14
Properties=species:S:1:pos:R:3 method="wB97M-V/def2-TZVPD" homo_ev=-9.807 smiles="O=CC1CCC1" de_lowest_kcal_mol=28.4
O -1.131 0.362 -2.441
C -0.768 -0.447 -1.624
C -0.762 -0.231 -0.128
C -0.209 1.142 0.325
C 1.062 0.434 0.857
C 0.418 -0.945 0.569
H -0.380 -1.443 -1.941
H -1.761 -0.485 0.249
H -0.068 1.859 -0.488
H -0.805 1.619 1.107
H 1.954 0.625 0.253
H 1.311 0.630 1.904
H 0.992 -1.599 -0.099
H 0.146 -1.521 1.457

15
Properties=species:S:1:pos:R:3 method="wB97M-V/def2-TZVPD" homo_ev=-9.679 smiles="C/C=C/[C@@H](O)C=O" de_lowest_kcal_mol=30.9
C 2.370 -0.133 0.696
C 0.927 0.293 0.768
C 0.165 0.398 -0.319
O -1.782 0.964 -1.641
C -1.338 0.581 -0.372
C -1.863 -0.809 -0.036
O -2.358 -1.516 -0.883
H 3.059 0.717 0.626
H 2.524 -0.765 -0.185
H 2.657 -0.713 1.578
H 0.509 0.485 1.760
H 0.601 0.214 -1.302
H -1.692 1.302 0.379
H -1.692 -1.159 1.000
H -2.086 0.142 -2.069

Number 1: gap between HOMO and LUMO 10.74 eV. Number 2: gap between HOMO and LUMO 8.36 eV. Number 3: gap between HOMO and LUMO 10.82 eV. Number 4: gap between HOMO and LUMO 10.51 eV. Number 5: gap between HOMO and LUMO 10.77 eV. Number 6: gap between HOMO and LUMO 10.51 eV.